No. 1
{
  "formula": "C32H41FeN4O4S2Si",
  "method": "ωB97M-V with the def2-TZVPD basis set",
  "e_above_lowest_ev": 0.000,
  "charge": -1,
  "s_squared": 6.06,
  "orbital_gap_ev": [5.023, 7.122],
  "multiplicity": 5,
  "symbols": ["Fe", "S", "S", "Si", "O", "O", "O", "O", "N", "N", "N", "N", "C", "C", "C", "C", "C", "C", "C", "C", "C", "C", "C", "C", "C", "C", "C", "C", "C", "C", "C", "C", "C", "C", "C", "C", "C", "C", "C", "C", "C", "C", "C", "C", "H", "H", "H", "H", "H", "H", "H", "H", "H", "H", "H", "H", "H", "H", "H", "H", "H", "H", "H", "H", "H", "H", "H", "H", "H", "H", "H", "H", "H", "H", "H", "H", "H", "H", "H", "H", "H", "H", "H", "H", "H"],
  "coordinates": [[-1.063643, 0.129380, 1.308156], [0.433254, -0.520992, 2.940098], [1.715037, 1.209094, 4.972167], [3.143152, -1.670021, 1.082370], [1.280188, -2.396025, -1.699874], [1.644944, -2.060120, 0.475251], [0.231056, 1.001062, -0.530070], [-1.674950, -1.641397, 0.769091], [-0.979812, 1.396317, -2.409624], [0.075736, 2.153109, 3.127627], [-0.789191, 1.868488, 2.103920], [-2.532489, 1.142395, 0.373897], [-0.104375, 1.769116, -1.410889], [1.880575, 2.994671, 5.121420], [3.456186, -2.627622, 2.651021], [4.229358, 2.843024, 1.512569], [-2.876759, -2.136195, 0.817806], [-3.279257, -3.471075, -2.646477], [4.136014, 0.625052, 2.435621], [1.188445, -2.775280, -0.558191], [4.348678, -2.272307, -0.230093], [-3.427657, -2.810403, -0.300641], [-2.739749, -2.838703, -1.548519], [-2.438566, 2.503515, 0.616657], [1.702615, 2.739136, -2.684386], [-4.150433, 2.942469, -1.022118], [-3.264054, 3.412529, -0.096148], [-3.392511, 0.719831, -0.558330], [0.648458, 1.090172, 3.574314], [-1.486598, 2.868176, 1.576243], [-4.521740, -4.108587, -2.577518], [0.589421, 3.078115, -1.665780], [-4.228393, 1.553912, -1.267160], [3.223713, 1.052255, 0.265131], [1.291024, 1.917865, -3.923561], [0.923209, 0.441881, -3.663611], [-0.516064, 0.219903, -3.155078], [0.520940, -4.051067, -0.135913], [3.582296, 2.386173, 0.370618], [3.492227, 0.149078, 1.295326], [-5.217044, -4.083871, -1.366569], [4.506415, 1.959866, 2.544418], [-3.663276, -1.982286, 2.091760], [-4.696378, -3.453863, -0.255868], [4.992195, 2.311721, 3.446735], [3.352502, 3.076489, -0.433261], [3.079507, -2.115963, 3.536352], [-1.337533, 3.889483, 1.908794], [-6.185409, -4.567354, -1.294479], [-4.618581, -1.474701, 1.920879], [4.395695, -3.363876, -0.275923], [1.062060, -0.130026, -4.583937], [-0.554209, -0.651637, -2.506385], [-2.727193, -3.468778, -3.580418], [-5.263569, -3.452203, 0.666396], [1.022816, -4.478693, 0.730771], [4.527662, -2.811516, 2.766669], [-0.496799, -3.794672, 0.159971], [0.479420, 2.423484, -4.461813], [-4.939238, -4.604039, -3.444683], [2.171015, 3.670441, -3.012393], [-1.213118, 0.060027, -3.978276], [2.507529, 3.177678, 5.994146], [-4.906519, 1.139946, -1.999444], [2.146732, 1.933919, -4.603142], [-4.789175, 3.631538, -1.562687], [4.332213, -0.042544, 3.265803], [-3.887492, -2.950767, 2.552263], [-3.410668, -0.348922, -0.730033], [4.507005, 3.886814, 1.599690], [-0.111976, 3.805852, -2.082922], [2.696551, 0.704213, -0.615069], [2.953022, -3.595300, 2.587638], [0.906595, 3.458823, 5.253646], [1.012548, 3.473370, -0.743583], [-3.180557, 4.471353, 0.117935], [0.492780, -4.752642, -0.965977], [-1.196967, 2.166310, -3.024667], [1.621583, 0.019801, -2.936473], [2.474812, 2.171293, -2.158461], [5.352792, -1.893891, -0.025488], [-1.784285, -2.336166, -1.621861], [-3.079713, -1.396043, 2.800771], [2.353443, 3.402979, 4.229031], [4.042512, -1.912574, -1.215165]],
  "atomic_forces_ev_per_a": [[-0.16, 0.05, 0.40], [-0.16, -0.06, 0.04], [0.04, 0.00, -0.02], [0.43, -0.21, -0.23], [0.03, -0.03, 0.05], [-0.14, 0.17, 0.21], [0.12, -0.02, -0.10], [0.07, 0.00, -0.34], [-0.01, -0.02, 0.01], [-0.01, -0.01, 0.01], [0.05, 0.03, -0.14], [0.09, 0.02, -0.08], [-0.08, -0.02, 0.10], [0.01, 0.00, 0.00], [-0.06, 0.05, 0.03], [-0.01, -0.02, -0.01], [0.07, -0.04, 0.07], [-0.01, -0.01, 0.00], [-0.01, 0.03, 0.01], [0.06, 0.09, -0.13], [-0.05, 0.00, 0.01], [0.03, -0.01, 0.01], [0.01, -0.02, 0.02], [0.04, 0.02, -0.05], [0.00, -0.03, 0.01], [0.00, 0.00, 0.01], [-0.01, 0.00, 0.00], [-0.10, -0.03, 0.07], [0.07, -0.02, -0.01], [-0.04, 0.01, 0.03], [0.00, 0.00, -0.01], [0.01, -0.02, -0.01], [0.00, 0.01, 0.01], [0.00, -0.03, 0.00], [-0.01, -0.02, 0.00], [-0.01, 0.02, -0.02], [0.00, 0.01, -0.02], [-0.04, 0.02, -0.04], [0.03, 0.02, 0.03], [-0.16, 0.01, -0.03], [0.00, 0.00, 0.01], [-0.01, 0.00, 0.02], [-0.01, 0.00, 0.01], [0.00, 0.00, 0.00], [0.00, 0.00, 0.00], [0.04, 0.00, 0.05], [-0.03, 0.01, -0.01], [0.00, 0.00, 0.01], [0.00, 0.00, 0.00], [0.00, 0.00, 0.00], [-0.02, 0.00, 0.00], [0.02, -0.01, 0.01], [-0.01, -0.01, 0.00], [0.00, 0.00, 0.00], [0.00, 0.00, 0.00], [0.01, -0.01, -0.02], [0.00, 0.02, 0.03], [-0.08, 0.03, 0.03], [0.01, 0.01, 0.00], [0.00, 0.00, 0.00], [-0.02, 0.01, -0.02], [0.00, 0.01, 0.00], [0.00, 0.00, 0.00], [0.00, 0.00, 0.00], [0.00, -0.01, 0.00], [0.00, 0.00, 0.00], [0.00, 0.00, 0.00], [-0.01, 0.00, 0.00], [0.02, 0.03, -0.02], [0.00, 0.00, 0.00], [0.02, 0.01, -0.01], [0.00, -0.01, 0.01], [0.02, -0.01, 0.00], [0.00, 0.00, 0.00], [-0.02, -0.01, 0.01], [0.01, 0.00, -0.01], [-0.03, 0.02, 0.00], [0.00, -0.02, -0.01], [0.00, 0.00, 0.02], [-0.03, 0.03, -0.07], [0.00, -0.02, 0.02], [0.04, -0.03, 0.04], [0.01, 0.00, 0.00], [-0.01, 0.00, 0.00], [0.02, 0.02, 0.00]]
}

No. 2
{
  "formula": "C33H41MoN3O3PS",
  "method": "ωB97M-V with the def2-TZVPD basis set",
  "charge": -1,
  "s_squared": 2.06,
  "orbital_gap_ev": [5.302, 5.584],
  "multiplicity": 3,
  "symbols": ["Mo", "S", "P", "O", "O", "O", "N", "N", "N", "C", "C", "C", "C", "C", "C", "C", "C", "C", "C", "C", "C", "C", "C", "C", "C", "C", "C", "C", "C", "C", "C", "C", "C", "C", "C", "C", "C", "C", "C", "C", "C", "C", "H", "H", "H", "H", "H", "H", "H", "H", "H", "H", "H", "H", "H", "H", "H", "H", "H", "H", "H", "H", "H", "H", "H", "H", "H", "H", "H", "H", "H", "H", "H", "H", "H", "H", "H", "H", "H", "H", "H", "H", "H"],
  "coordinates": [[-0.178163, 0.152351, 0.934415], [0.467086, 3.392763, 2.213462], [2.130217, 1.031751, 0.596639], [-0.343018, 4.079498, 3.258510], [-2.066041, 0.648620, 1.708101], [0.500525, -0.827932, 2.616776], [-1.381633, -1.451955, 0.569689], [-0.053025, 2.019426, 1.872996], [-1.224505, -2.576810, 1.095547], [-1.529820, 2.404168, -2.888716], [0.945415, -1.916760, 2.109946], [-1.205742, 0.994831, -2.353367], [-0.771804, 3.036917, -3.889847], [-2.888658, 4.440482, -2.744559], [0.159896, -2.829106, 1.327461], [-5.391810, -0.280526, 0.354514], [-2.121727, 5.041499, -3.735687], [-3.124110, 0.049416, 1.096987], [-2.436648, 0.077640, -2.480515], [2.686164, -0.661764, 0.146340], [-0.033193, 0.304189, -3.081980], [0.500931, -6.151346, -0.455568], [-0.055499, -4.971754, 0.045246], [3.146251, 3.565608, -0.007363], [-2.304703, 1.865584, 2.386215], [-1.064726, 4.340558, -4.307689], [3.452142, 2.082035, -0.137758], [0.702953, -4.047066, 0.801767], [-5.012532, -1.464605, -0.283196], [2.527777, 1.154812, 2.388396], [2.287551, -2.296530, 2.297624], [-0.823656, 1.131589, -0.927475], [1.669099, 0.239241, 3.245068], [4.100252, -1.048951, 0.536700], [2.058706, -4.359027, 1.037761], [2.837740, -3.474955, 1.782805], [1.837475, -6.439973, -0.212815], [-3.684274, -1.890296, -0.226899], [-2.595637, 3.139940, -2.326540], [-4.446270, 0.482659, 1.046801], [2.611148, -5.548621, 0.529051], [-2.740266, -1.134694, 0.474459], [-3.286626, 0.430861, -1.887672], [-4.757731, 1.397890, 1.535441], [-0.113761, -6.835695, -1.031641], [3.545265, 1.836201, -1.201335], [-1.103942, -4.761845, -0.155954], [-0.466763, 1.626416, 0.001838], [-3.013313, 1.729287, 3.209513], [4.847260, -0.395596, 0.076507], [3.936165, 4.154377, -0.485316], [-2.213273, -0.938411, -2.131363], [-6.426009, 0.049585, 0.313471], [1.844582, -0.816234, 3.012513], [3.656193, -5.784139, 0.714415], [-2.657980, 2.637522, 1.693935], [-0.456974, 4.810881, -5.076469], [-3.709481, 4.985458, -2.285407], [3.585931, 0.945822, 2.573239], [3.884231, -3.682565, 1.983054], [2.583270, -0.768416, -0.939767], [2.197553, 3.824479, -0.490284], [0.751986, -1.071417, -0.031682], [0.601607, 0.443418, 3.107614], [3.088128, 3.876719, 1.041064], [1.904216, 0.388170, 4.304143], [2.928112, -1.633904, 2.879540], [-2.341113, 6.056558, -4.055897], [4.309785, -2.070271, 0.200390], [2.354280, 2.188248, 2.708539], [-2.767989, 0.007217, -3.523916], [-5.747286, -2.055978, -0.821219], [1.989174, -1.381175, 0.590499], [-1.357134, 2.209932, 2.811187], [0.159928, -0.692738, -2.666897], [0.900657, 0.871245, -2.979384], [4.419668, 1.873838, 0.329832], [4.247269, -1.028449, 1.620467], [2.278861, -7.353808, -0.597440], [0.073322, 2.540907, -4.358500], [-0.240346, 0.179494, -4.151122], [-3.371747, -2.805483, -0.718839], [-3.199844, 2.708695, -1.530400]],
  "atomic_forces_ev_per_a": [[-0.76, 3.40, -7.24], [-1.60, -0.85, 0.15], [1.07, -2.22, 0.79], [0.59, 0.15, -0.44], [-1.86, 0.39, 1.65], [-12.38, -8.91, -6.39], [-1.81, 3.36, -0.71], [3.58, 1.53, -0.46], [2.84, -4.93, 1.32], [-0.03, 0.42, -0.48], [-0.81, -6.14, -1.73], [0.14, 0.65, 0.21], [-0.28, 0.15, 0.15], [0.21, -0.51, 0.08], [-0.84, -0.41, 0.58], [0.29, -0.29, -0.14], [0.15, 0.04, -0.16], [-0.74, -0.67, -0.60], [-0.30, -0.21, -0.07], [2.27, -0.15, -0.23], [0.31, 0.04, -0.15], [-1.09, 1.23, 0.38], [-0.14, -0.85, -0.63], [0.05, 0.44, -0.03], [-1.76, 0.95, 1.69], [-0.16, -0.17, 0.28], [-0.47, 0.47, -0.55], [-0.42, 0.27, 0.31], [0.24, 0.20, 0.24], [1.02, 0.30, 0.43], [1.29, -2.37, 0.71], [1.17, -3.82, 3.77], [5.82, 5.12, 4.05], [0.81, 0.10, -0.34], [0.56, -0.16, 0.06], [-0.48, 1.18, 0.94], [1.39, 0.49, 0.70], [-0.13, 0.14, 0.51], [0.17, 0.11, -0.22], [0.11, 0.17, 0.09], [-0.52, -1.26, -0.90], [-0.93, 0.16, -0.77], [0.17, 0.05, -0.07], [0.10, -0.06, 0.01], [0.01, 0.09, 0.05], [-0.06, -0.14, 0.09], [0.22, 0.08, 0.12], [-0.51, 2.70, -1.87], [-0.40, -0.29, -0.34], [0.08, 0.02, 0.00], [-0.07, 0.00, 0.06], [0.17, 0.37, -0.08], [0.16, 0.01, 0.03], [3.52, 4.14, 2.79], [-0.09, 0.12, 0.05], [0.00, -0.13, -0.05], [-0.06, -0.08, 0.09], [0.10, -0.10, -0.04], [0.19, 0.06, -0.19], [-0.10, -0.07, -0.08], [-0.16, 0.19, 0.04], [0.11, -0.04, 0.10], [-2.18, 1.52, 0.26], [1.79, 4.23, 2.62], [-0.01, -0.05, -0.18], [0.60, 0.52, 0.57], [0.33, -1.12, -0.32], [0.03, -0.12, 0.03], [0.05, 0.15, 0.06], [0.43, -0.23, -0.21], [0.12, 0.11, 0.00], [0.08, 0.09, 0.04], [1.28, 0.79, -0.72], [-1.85, -0.51, 0.19], [-0.25, 0.29, 0.13], [-0.19, -0.01, 0.00], [-0.26, -0.29, 0.13], [0.13, 0.10, -0.30], [0.01, 0.06, 0.04], [-0.16, -0.09, 0.14], [-0.09, 0.10, 0.04], [0.04, 0.09, 0.09], [0.17, -0.08, -0.11]]
}

No. 3
{
  "formula": "C6H10O",
  "method": "ωB97M-V with the def2-TZVPD basis set",
  "e_above_lowest_ev": 0.568,
  "charge": 0,
  "orbital_gap_ev": 8.971,
  "multiplicity": 1,
  "smiles": "C=C(O)C=C(C)C",
  "symbols": ["O", "C", "C", "C", "C", "C", "C", "H", "H", "H", "H", "H", "H", "H", "H", "H", "H"],
  "coordinates": [[-0.763269, -1.483617, -1.253032], [-0.817409, -0.122117, -1.348078], [0.474638, 0.176615, 0.786308], [1.072346, 1.127647, 1.776818], [-1.430980, 0.484516, -2.369531], [-0.176851, 0.637111, -0.286865], [0.669808, -1.275028, 1.100562], [-1.472770, 1.553743, -2.442901], [-1.220889, -1.866000, -2.011527], [-0.261675, 1.706554, -0.422862], [0.640487, 0.958388, 2.763329], [2.146432, 0.958584, 1.854598], [1.222737, -1.396912, 2.028712], [-1.906903, -0.074914, -3.158499], [1.213336, -1.768948, 0.297856], [0.901125, 2.162899, 1.493526], [-0.290163, -1.778521, 1.191587]],
  "atomic_forces_ev_per_a": [[0.06, -0.10, 0.10], [-0.33, 0.09, -0.56], [-0.11, 0.17, -0.18], [-0.09, 0.08, -0.14], [0.03, -0.11, 0.05], [0.22, -0.09, 0.36], [-0.01, -0.15, -0.02], [0.05, 0.24, 0.08], [0.04, 0.10, 0.07], [0.01, 0.09, 0.02], [0.02, -0.01, 0.11], [0.09, -0.01, 0.07], [0.04, -0.01, 0.07], [-0.07, -0.15, -0.12], [0.03, -0.10, 0.04], [0.01, 0.09, 0.01], [0.02, -0.10, 0.05]]
}

No. 4
{
  "formula": "C14H17N3O2S",
  "method": "ωB97M-V with the def2-TZVPD basis set",
  "e_above_lowest_ev": 1.518,
  "charge": 0,
  "orbital_gap_ev": 9.522,
  "multiplicity": 1,
  "smiles": "CC(C)COC(=O)Nc1nnc(Cc2ccccc2)s1",
  "symbols": ["S", "O", "O", "N", "N", "N", "C", "C", "C", "C", "C", "C", "C", "C", "C", "C", "C", "C", "C", "C", "H", "H", "H", "H", "H", "H", "H", "H", "H", "H", "H", "H", "H", "H", "H", "H", "H"],
  "coordinates": [[0.147884, 1.470846, 0.773005], [-3.935584, 1.882442, -0.837195], [-2.393110, 0.854346, 0.460055], [0.300873, 3.613287, -0.623149], [-1.853484, 2.734222, -0.636476], [1.528828, 3.407014, -0.162499], [-4.097027, -2.473883, -0.003997], [3.898315, -1.771683, -0.888466], [3.307437, 0.588945, 0.455169], [-3.050638, -1.390083, -0.243940], [2.811374, -0.623784, 0.914544], [-1.637771, -1.947485, -0.091090], [3.105839, -1.798970, 0.246465], [4.392668, -0.564883, -1.353377], [4.095133, 0.611064, -0.687110], [1.656265, 2.365196, 0.570386], [-3.277065, -0.232633, 0.733163], [-0.544300, 2.712295, -0.248056], [-2.831625, 1.801857, -0.370013], [2.933935, 1.877250, 1.148563], [3.694110, 2.641725, 0.986577], [2.810007, 1.705778, 2.219839], [4.128417, -2.688700, -1.410296], [-1.449717, -2.714065, -0.838486], [2.714559, -2.736917, 0.612127], [4.472030, 1.554021, -1.055214], [-0.898102, -1.159600, -0.211628], [-4.019617, -2.858347, 1.010706], [-2.117249, 3.501075, -1.242252], [-3.050758, -0.540055, 1.756407], [-5.099802, -2.080257, -0.149778], [-3.946832, -3.297944, -0.696422], [5.009058, -0.538098, -2.239801], [2.188464, -0.647279, 1.797673], [-1.511378, -2.387742, 0.895742], [-4.308484, 0.127123, 0.667779], [-3.172662, -0.996094, -1.258965]],
  "atomic_forces_ev_per_a": [[0.55, 0.79, -0.36], [-0.24, -0.11, -0.06], [0.22, 0.19, -0.01], [-1.59, 0.38, -0.72], [-0.38, 0.14, -0.16], [1.55, 0.15, 0.35], [0.11, 0.30, -0.10], [0.02, -0.08, -0.05], [0.18, -0.02, 0.13], [0.13, 0.13, 0.25], [0.09, 0.03, -0.04], [-0.19, 0.20, -0.16], [-0.06, -0.09, 0.02], [0.03, 0.00, -0.08], [-0.01, -0.01, 0.06], [-0.78, -0.36, 0.27], [-0.55, -0.48, -0.23], [0.68, -0.71, 0.68], [-0.04, 0.35, -0.19], [0.07, -0.19, -0.05], [-0.07, 0.00, 0.06], [0.10, 0.05, 0.00], [0.02, -0.07, -0.04], [0.07, -0.10, -0.05], [-0.02, -0.08, 0.03], [0.04, 0.11, -0.04], [0.14, 0.01, -0.03], [-0.01, -0.10, 0.14], [-0.04, -0.17, 0.08], [-0.02, 0.02, -0.05], [-0.15, -0.02, 0.00], [-0.02, -0.11, -0.03], [0.05, 0.00, -0.07], [-0.04, -0.02, 0.13], [0.04, -0.09, 0.15], [0.16, -0.04, 0.09], [-0.03, 0.03, 0.06]]
}

No. 5
{
  "formula": "C3H2Li2O3",
  "method": "ωB97M-V with the def2-TZVPD basis set",
  "e_above_lowest_ev": 0.058,
  "charge": 0,
  "orbital_gap_ev": 7.298,
  "multiplicity": 1,
  "symbols": ["O", "O", "O", "C", "C", "C", "Li", "Li", "H", "H"],
  "coordinates": [[1.116400, -0.820773, 0.179561], [1.085796, 1.422246, 0.251975], [3.004875, 0.289721, 0.045900], [-2.852932, 0.138806, -0.121620], [1.739578, 0.340259, 0.216776], [-1.773918, 0.558169, -0.494415], [-0.623537, -1.212318, 0.380604], [2.820502, -1.581862, -0.257081], [-0.722583, 1.091760, -0.460017], [-3.794179, -0.226004, 0.258317]],
  "atomic_forces_ev_per_a": [[-1.01, -2.13, 0.28], [-0.28, -1.15, 0.28], [0.29, -0.94, 0.27], [0.74, -0.13, -0.09], [0.30, 2.65, -1.27], [0.80, 0.92, 0.97], [0.38, 0.58, -0.09], [-0.21, 1.03, 0.27], [-1.36, -1.00, -0.21], [0.35, 0.18, -0.40]]
}

no.,maximum force (Eh/bohr)
1,0.0103
2,0.3216
3,0.0127
4,0.0348
5,0.0574